Entry from the Open Molecules 2025 dataset: a cluster of 2 separate species, C24H23N2 in total in a non-equilibrium geometry (ωB97M-V with the def2-TZVPD basis set).

Structure (XYZ):
```
49
Properties=species:S:1:pos:R:3:forces:R:3
C 5.7561 -1.4520 2.4316 0.257 0.144 0.113
C 4.2704 -1.6265 2.3612 -0.192 -0.294 -0.029
C 3.7184 -2.8208 1.8565 -0.400 0.236 0.164
C 2.3427 -2.9854 1.8213 -0.284 0.041 0.001
C 1.4288 -1.9645 2.2562 0.853 0.039 -0.150
C 0.0365 -2.2567 2.1976 0.203 0.322 0.117
C -1.1022 -1.5751 2.7086 -0.873 0.182 0.493
C -2.3895 -2.1686 2.4718 0.226 -0.079 -0.203
C -3.5758 -1.5683 2.8634 0.485 0.087 0.057
C -3.5474 -0.3234 3.5232 0.019 -0.256 -0.304
C -4.8259 0.3358 3.9409 -0.161 0.271 0.086
C -2.3075 0.2804 3.7857 0.515 -0.257 0.013
C -1.1116 -0.3573 3.4599 -0.188 0.045 -0.207
C 2.0249 -0.7453 2.7031 0.099 -0.150 0.145
C 3.4074 -0.6110 2.8031 -0.545 0.061 -0.077
H 6.0182 -0.4938 2.8896 -0.030 -0.173 -0.085
H 6.2206 -2.2496 3.0248 -0.153 0.102 -0.106
H 6.2216 -1.4877 1.4379 -0.216 -0.025 0.142
H 4.3855 -3.6159 1.5175 -0.276 0.217 0.081
H 1.9257 -3.9310 1.4637 0.133 0.295 0.083
H -0.1975 -3.1978 1.6948 0.041 0.194 0.120
H -2.4216 -3.1382 1.9638 -0.006 0.399 0.077
H -4.5382 -2.0410 2.6566 0.358 0.066 0.077
H -4.6355 1.3166 4.3865 -0.052 -0.169 -0.081
H -5.4998 0.4743 3.0861 0.169 -0.071 0.111
H -5.3745 -0.2648 4.6791 0.214 0.021 -0.174
H -2.2929 1.2623 4.2719 0.085 -0.508 -0.050
H -0.1766 0.0778 3.8061 -0.418 -0.031 -0.164
H 1.3927 0.1037 2.9612 0.397 -0.296 -0.119
H 3.8401 0.3036 3.2243 -0.251 -0.318 -0.310
C -3.1911 2.6486 -4.7108 0.163 -0.013 0.181
C -2.6898 3.0378 -3.4546 -0.158 -0.575 -0.041
C -2.0459 2.0852 -2.6572 0.042 0.146 -0.415
C -1.7711 0.8234 -3.1945 -0.347 0.516 -0.471
N -1.0396 -0.0933 -2.4183 0.533 -0.704 0.905
C -1.0130 -0.1426 -1.0376 0.930 -1.171 -0.961
N -0.1866 -1.1025 -0.6295 -0.417 0.546 0.141
C 0.3500 -1.6777 -1.7626 -0.949 0.873 -0.346
C -0.1829 -1.0814 -2.8814 0.102 0.082 0.963
C -2.1848 0.4602 -4.4786 -0.470 0.357 0.181
C -2.9759 1.3553 -5.2120 0.390 0.132 0.335
H -3.7468 3.3704 -5.3026 0.078 -0.133 0.061
H -2.8046 4.0633 -3.0787 -0.117 -0.553 -0.260
H -1.7147 2.3129 -1.6397 -0.028 0.117 -0.518
H -1.6168 0.5173 -0.4242 0.180 -0.283 -0.088
H 1.0753 -2.4671 -1.7355 0.081 -0.145 0.126
H 0.0149 -1.2696 -3.9195 -0.088 0.169 -0.096
H -1.9337 -0.5283 -4.8613 -0.217 0.250 0.056
H -3.4011 1.0373 -6.1725 0.284 0.291 0.429
```
Positions in Å, forces in eV/Å.

The molecular weight comes out at 339.5 g mol⁻¹. Its net charge is +1. The highest occupied orbital energy is -0.401 Eh. The gap between HOMO and LUMO is 5.720 eV.

---

Entry from the Open Molecules 2025 dataset: an isolated molecule of C10H15NO2 in a non-equilibrium geometry (ωB97M-V with the def2-TZVPD basis set).

Structure (XYZ):
```
28
Properties=species:S:1:pos:R:3:forces:R:3
C -3.2371 -0.3884 -0.6139 -0.931 -0.052 0.050
C -1.9227 -0.8790 -0.8279 0.398 0.256 0.271
C -3.2020 0.4232 0.4800 -1.761 1.518 0.518
C -1.1252 -0.2909 0.1170 -1.676 0.404 2.248
C 0.8790 -1.7451 0.2333 2.181 0.713 2.046
C 2.3548 -1.4020 0.0005 1.028 -1.077 0.085
C 0.2631 -0.4174 0.5657 0.290 0.944 -1.153
C 1.1564 0.6468 -0.1997 -2.286 -0.191 0.572
C 1.1628 2.0922 0.4560 1.359 -0.844 1.384
C 0.5811 0.7889 -1.6183 3.824 -2.161 -0.879
N -1.9271 0.5237 0.9164 1.238 -0.107 1.183
O 2.4060 -0.0096 -0.1240 1.266 1.853 -0.915
O 0.3907 -0.1866 1.9518 -4.335 0.669 -0.402
H -4.1989 -0.5725 -1.0842 0.559 -0.241 -0.390
H -1.5116 -1.5365 -1.5670 -0.358 -0.250 -0.323
H -4.0371 1.0666 0.8969 1.288 -1.112 -0.438
H 0.5044 -2.1981 -0.5864 -1.551 -1.384 -2.642
H 0.7989 -2.4045 1.0919 -0.310 -0.183 -0.026
H 2.9552 -1.5926 0.9100 -0.125 -0.382 -0.355
H 2.8925 -1.9930 -0.8543 -1.181 1.266 1.179
H 1.3178 2.7606 -0.4102 0.132 0.151 0.917
H 2.0385 2.0711 1.1987 -0.879 0.439 -1.359
H 0.3192 2.4631 1.1415 0.679 -1.070 -1.559
H 1.4155 0.9492 -2.3513 -0.457 0.435 0.723
H -0.1439 1.5047 -1.7473 -1.717 1.634 -0.022
H 0.2193 -0.1711 -1.9437 -0.414 -0.290 -0.177
H -1.6116 0.8325 1.8743 -0.561 -0.439 -1.829
H 1.2619 -0.3351 2.0945 4.302 -0.499 1.295
```
Positions in Å, forces in eV/Å.

The molecular weight comes out at 181.2 g mol⁻¹. Its net charge is 0. The highest occupied orbital energy is -0.295 Eh. Its SMILES is CC1(C)OCC[C@]1(O)c1ccc[nH]1. The gap between HOMO and LUMO is 8.802 eV.

---

Entry from the Open Molecules 2025 dataset: a structure of composition C32H28N2O2P2PdTe (ωB97M-V with the def2-TZVPD basis set).

Structure (XYZ):
```
68
Properties=species:S:1:pos:R:3:forces:R:3
Pd -0.2861 2.4754 0.2013 -0.561 0.254 -0.004
N 0.1097 3.2694 2.6204 0.073 0.145 0.034
C -0.7306 4.4490 2.8216 0.015 -0.164 0.147
C -0.7168 5.3949 1.6063 -0.048 0.070 -0.303
O -0.7152 6.6169 1.8614 -0.041 -0.022 0.019
O -0.7443 4.8461 0.4742 0.073 0.035 0.080
H -0.0159 2.5751 3.3457 -0.036 -0.028 -0.062
H 1.0930 3.5098 2.5847 -0.023 -0.010 0.006
H -0.4758 5.0410 3.7062 0.025 -0.017 0.044
H -1.7603 4.0939 2.9302 -0.010 0.024 0.022
Te -0.0346 -2.5038 1.0085 0.034 0.039 0.020
C 0.8280 -3.3866 -0.7152 -0.075 0.060 -0.044
C 1.8259 -4.3482 -0.6466 0.007 -0.081 -0.053
C 2.3853 -4.8306 -1.8232 -0.050 0.031 0.015
N 2.0218 -4.4350 -3.0418 -0.052 0.038 0.067
C 1.0595 -3.5049 -3.0926 0.015 -0.005 0.018
C 0.4441 -2.9547 -1.9812 0.083 -0.021 -0.064
C -0.0163 -0.5672 0.2637 -0.052 0.059 0.439
P 1.4737 0.4620 0.5624 0.401 -0.246 -0.076
C 2.8733 -0.7282 0.1163 -0.135 0.009 -0.088
C 3.4434 -1.4833 1.1437 -0.019 0.000 0.027
C 4.4903 -2.3650 0.9097 -0.009 0.027 -0.035
C 5.0145 -2.4993 -0.3707 -0.032 0.038 0.031
C 4.4797 -1.7409 -1.4030 -0.046 0.036 0.040
C 3.4234 -0.8681 -1.1586 0.004 -0.062 -0.022
C 1.3757 1.5588 -0.9139 -0.138 -0.010 0.043
C 0.9831 1.0990 -2.2079 0.043 -0.001 0.140
C 0.9295 1.9457 -3.2803 0.033 0.138 -0.039
C 1.2175 3.3228 -3.1181 -0.053 -0.132 -0.093
C 1.5893 3.8025 -1.8920 0.040 -0.060 0.184
C 1.6960 2.9373 -0.7711 0.136 -0.070 -0.119
P -1.4135 0.5071 0.5066 0.350 -0.157 -0.365
C -2.1712 0.1785 2.1604 -0.032 -0.003 -0.084
C -3.5366 0.3215 2.4118 -0.043 0.025 0.044
C -4.0532 0.1617 3.6913 0.019 0.015 -0.065
C -3.2105 -0.1258 4.7570 0.019 -0.010 -0.008
C -1.8455 -0.2453 4.5277 0.021 0.020 -0.074
C -1.3342 -0.0958 3.2441 0.010 -0.013 0.060
C -2.6568 -0.2415 -0.6394 0.022 0.024 0.035
C -2.7020 0.2865 -1.9325 0.003 0.003 0.035
C -3.4755 -0.3063 -2.9198 -0.020 -0.018 0.015
C -4.2309 -1.4393 -2.6320 0.039 0.048 0.010
C -4.2042 -1.9671 -1.3494 0.028 0.037 0.023
C -3.4237 -1.3718 -0.3632 -0.024 -0.054 0.023
H 2.1953 -4.6987 0.3103 0.009 0.015 -0.011
H 3.1830 -5.5671 -1.7761 0.008 -0.009 -0.021
H 0.7668 -3.1772 -4.0857 0.013 -0.009 -0.021
H -0.3060 -2.1769 -2.0865 0.015 -0.020 0.020
H 3.0460 -1.3796 2.1480 0.007 0.006 -0.004
H 4.8993 -2.9481 1.7282 -0.003 -0.002 0.006
H 5.8310 -3.1869 -0.5608 0.001 -0.007 -0.002
H 4.8752 -1.8366 -2.4080 -0.007 -0.006 -0.007
H 3.0146 -0.2940 -1.9804 0.020 0.009 0.000
H 0.7153 0.0524 -2.3119 -0.026 0.029 0.016
H 0.6355 1.5638 -4.2525 -0.008 0.016 -0.008
H 1.1259 4.0006 -3.9595 0.003 -0.014 -0.014
H 1.7895 4.8581 -1.7552 -0.007 0.006 0.015
H 2.2057 3.2894 0.1184 -0.020 0.005 0.025
H -4.2034 0.5659 1.5926 -0.008 -0.011 0.000
H -5.1196 0.2672 3.8573 -0.005 0.003 -0.004
H -3.6132 -0.2517 5.7552 0.004 0.007 0.006
H -1.1740 -0.4581 5.3517 0.008 -0.004 -0.003
H -0.2656 -0.1832 3.0693 -0.008 -0.011 -0.008
H -2.1019 1.1649 -2.1501 0.003 0.006 0.005
H -3.4901 0.1172 -3.9177 0.003 0.000 -0.002
H -4.8324 -1.9074 -3.4030 -0.003 0.006 -0.006
H -4.7810 -2.8551 -1.1156 -0.002 -0.001 0.007
H -3.3992 -1.8044 0.6295 0.007 -0.005 -0.007
```
Positions in Å, forces in eV/Å.

The molecular weight comes out at 768.6 g mol⁻¹. Its net charge is -2. The highest occupied orbital energy is -0.034 Eh. The gap between HOMO and LUMO is 4.897 eV.